Entry from the OMol25 dataset: 4 unconnected molecules or ions with the total composition C30H67BN3O10S (wB97M-V/def2-TZVPD).

Calculated values
Total charge: -1
Kohn-Sham gap in eV: 7.3358
LUMO level in eV: 2.2
Spin multiplicity: 1

The geometry in XYZ format:
```
112
C30H67BN3O10S wB97M-V/def2-TZVPD
C 1.451 -6.384 -1.444
C 0.394 -5.542 -0.998
C -0.919 -4.650 -0.590
O -0.933 -3.196 -0.810
B -2.300 -2.833 -0.293
O -2.019 -1.555 0.391
C -3.207 -0.663 0.369
C -2.957 0.406 -0.868
O -2.654 -3.832 0.778
C -1.688 -4.978 0.859
C -0.501 -4.728 1.962
S -1.081 -3.374 3.179
C -2.387 -4.041 4.343
C -3.920 -4.041 3.730
O -2.198 -6.331 0.600
C -2.468 -7.083 1.834
C -1.301 -8.276 1.902
C -1.432 -9.068 0.435
H 2.167 -7.083 -2.092
H -1.732 -5.053 -1.349
H -3.210 -2.912 -1.043
H -3.181 -0.073 1.397
H -4.228 -1.233 0.291
H -3.947 0.459 -1.533
H -2.732 1.460 -0.410
H -2.060 0.025 -1.549
H 0.499 -4.282 1.488
H -0.170 -5.676 2.564
H -2.037 -5.074 4.768
H -2.420 -3.296 5.275
H -4.070 -3.033 3.109
H -4.121 -4.967 3.020
H -4.761 -4.073 4.576
H -2.530 -6.442 2.810
H -3.493 -7.680 1.703
H -1.463 -9.026 2.786
H -0.246 -7.750 1.899
H -1.350 -10.231 0.542
H -2.528 -8.859 0.011
H -0.678 -8.624 -0.375
C -1.290 3.431 -3.091
O -0.989 3.265 -1.712
C 0.328 2.757 -1.473
C 1.218 3.839 -0.838
N 1.536 4.900 -1.800
C 2.148 6.085 -1.191
C 1.308 6.871 -0.162
O 0.174 7.532 -0.722
C -0.977 6.712 -0.865
H -2.357 3.648 -3.181
H -0.734 4.271 -3.508
H -1.073 2.518 -3.654
H 0.784 2.344 -2.379
H 0.222 1.935 -0.757
H 2.149 3.380 -0.486
H 0.682 4.239 0.028
H 0.682 5.189 -2.269
H 2.393 6.766 -2.015
H 3.100 5.795 -0.730
H 1.949 7.669 0.233
H 1.021 6.265 0.704
H -1.050 5.951 -0.079
H -0.984 6.246 -1.852
H -1.862 7.351 -0.805
C -0.279 6.895 3.940
O -0.335 5.621 4.566
C 0.183 4.563 3.753
C 1.506 4.034 4.332
N 2.587 5.013 4.176
C 3.795 4.687 4.941
C 3.672 4.636 6.479
O 3.423 5.904 7.084
C 2.057 6.292 7.102
H -0.850 7.599 4.552
H 0.750 7.251 3.881
H -0.726 6.863 2.941
H 0.296 4.862 2.705
H -0.554 3.753 3.783
H 1.782 3.107 3.816
H 1.333 3.801 5.387
H 2.254 5.924 4.480
H 4.537 5.453 4.689
H 4.194 3.731 4.581
H 4.644 4.308 6.867
H 2.949 3.888 6.822
H 1.378 5.435 7.195
H 1.821 6.872 6.207
H 1.899 6.949 7.961
C 2.804 -2.149 -7.791
O 2.410 -3.362 -7.164
C 3.082 -3.609 -5.925
C 2.107 -3.477 -4.744
N 1.711 -2.080 -4.533
C 0.585 -1.918 -3.608
C -0.766 -2.542 -4.015
O -1.379 -1.916 -5.142
C -0.915 -2.381 -6.401
H 2.380 -2.134 -8.798
H 2.417 -1.289 -7.243
H 3.894 -2.085 -7.873
H 3.960 -2.966 -5.795
H 3.439 -4.645 -5.962
H 2.586 -3.857 -3.835
H 1.238 -4.104 -4.964
H 1.450 -1.671 -5.426
H 0.434 -0.839 -3.488
H 0.877 -2.305 -2.624
H -1.457 -2.385 -3.177
H -0.709 -3.627 -4.151
H -0.633 -3.441 -6.379
H -0.077 -1.768 -6.739
H -1.720 -2.256 -7.129
```


Entry from the OMol25 dataset: a molecular structure, C5H8O2 (wB97M-V/def2-TZVPD).

Calculated values
Kohn-Sham gap in eV: 10.4094
LUMO level in eV: 0.6
Spin multiplicity: 1

The geometry in XYZ format:
```
15
C5H8O2 wB97M-V/def2-TZVPD
O 2.279 0.311 0.849
C 1.385 1.098 0.094
C 0.492 0.251 -0.802
C -0.592 -0.536 -0.071
O -0.099 -1.194 1.080
C -1.816 0.394 0.360
C -2.537 -0.377 -0.306
H 1.735 -0.344 1.310
H 2.002 1.746 -0.537
H 0.765 1.747 0.732
H 1.123 -0.487 -1.313
H 0.000 0.863 -1.566
H -0.896 -1.317 -0.797
H -0.724 -1.046 1.802
H -3.117 -1.109 -0.835
```


Entry from the OMol25 dataset: a molecular structure, C5H6O (wB97M-V/def2-TZVPD).

Calculated values
Kohn-Sham gap in eV: 9.0197
LUMO level in eV: -0.1
Spin multiplicity: 1

The geometry in XYZ format:
```
12
C5H6O wB97M-V/def2-TZVPD
C -2.148 -0.856 -0.312
C -1.493 0.059 0.328
C 0.212 1.155 0.554
C -0.104 0.074 -0.474
C 0.819 -1.117 -0.374
O -1.084 1.032 1.234
H 0.865 0.787 1.336
H 0.272 2.120 0.270
H -0.392 0.656 -1.388
H 0.965 -1.402 0.724
H 1.730 -0.651 -0.984
H 0.358 -1.856 -0.914
```


Entry from the OMol25 dataset: a molecular structure, C3H6NO (wB97M-V/def2-TZVPD).

Calculated values
Total charge: +1
Kohn-Sham gap (spin up / spin down) in eV: 9.4321 / 9.0336
LUMO level (spin up / spin down) in eV: -3.6 / -7.9
Spin multiplicity: 3

The geometry in XYZ format:
```
11
C3H6NO wB97M-V/def2-TZVPD
C -1.003 -0.415 -0.591
C 1.060 0.834 -0.184
C 0.116 -0.893 0.290
N -0.299 0.566 0.297
O 1.419 -0.599 -0.203
H -0.763 -0.312 -1.574
H -1.978 -0.845 -0.175
H 1.025 1.136 -1.255
H 1.788 1.442 0.591
H -0.473 -1.930 1.836
H -0.893 1.016 0.967
```


Entry from the OMol25 dataset: a molecular structure, C8H8N6O3PdS2 (wB97M-V/def2-TZVPD).

Calculated values
Kohn-Sham gap (spin up / spin down) in eV: 6.9997 / 7.2393
LUMO level (spin up / spin down) in eV: -0.6 / -0.9
Spin multiplicity: 3

The geometry in XYZ format:
```
28
C8H8N6O3PdS2 wB97M-V/def2-TZVPD
Pd -0.140 -0.765 0.292
N -2.053 3.245 0.155
C -1.741 2.195 0.925
N -1.044 1.343 0.213
C -0.956 1.930 -1.011
N -1.560 3.093 -1.088
C -0.223 1.273 -2.099
C -0.027 1.852 -3.346
N 0.665 1.236 -4.295
C 1.168 0.044 -3.995
C 0.976 -0.546 -2.754
N 0.272 0.069 -1.815
H -2.570 4.074 0.393
H -2.019 2.090 1.960
H -0.438 2.829 -3.568
H 1.743 -0.458 -4.763
H 1.390 -1.514 -2.505
O 1.823 0.074 2.270
N 1.676 0.076 1.062
O 2.426 0.641 0.288
C 0.386 -2.959 4.030
O 0.590 -3.348 2.662
C -0.179 -2.841 1.724
S 0.294 -3.175 0.113
S -1.512 -1.836 2.077
H 1.145 -3.496 4.589
H -0.611 -3.243 4.362
H 0.520 -1.883 4.124
```


Entry from the OMol25 dataset: a molecular structure, C35H45ClF3KN2OPS2SbSe2 (wB97M-V/def2-TZVPD).

Calculated values
Total charge: -2
Kohn-Sham gap in eV: 4.1836
LUMO level in eV: 3.7
Spin multiplicity: 1

The geometry in XYZ format:
```
94
C35H45ClF3KN2OPS2SbSe2 wB97M-V/def2-TZVPD
K -0.127 0.388 -1.013
F -0.960 3.259 -6.115
C 0.018 2.421 -6.506
F 1.162 3.134 -6.581
F -0.281 2.104 -7.798
C 0.140 1.191 -5.653
C -0.084 -0.038 -6.236
C 0.039 -1.200 -5.486
C 0.423 -1.042 -4.161
N 0.646 0.129 -3.596
C 0.485 1.284 -4.280
S 0.694 2.777 -3.421
H -0.364 -0.089 -7.282
H -0.147 -2.179 -5.900
H 0.552 -1.903 -3.511
Se 2.496 -2.854 0.205
P 0.831 -4.184 0.266
Se -0.846 -3.628 -0.933
C 1.378 -5.905 -0.095
C 0.802 -6.626 -1.131
C 1.219 -7.924 -1.392
C 2.208 -8.506 -0.615
C 2.789 -7.782 0.423
C 2.377 -6.487 0.675
C 0.301 -4.457 2.009
C -0.937 -5.039 2.260
C -1.340 -5.292 3.559
C -0.508 -4.958 4.622
C 0.723 -4.370 4.375
C 1.125 -4.119 3.073
H 0.024 -6.156 -1.720
H 0.768 -8.482 -2.204
H 2.534 -9.520 -0.813
H 3.566 -8.233 1.027
H 2.844 -5.916 1.469
H -1.594 -5.265 1.429
H -2.310 -5.733 3.746
H -0.825 -5.143 5.641
H 1.365 -4.092 5.203
H 2.074 -3.639 2.862
C 0.033 4.007 4.102
C -0.483 2.787 3.361
Sb -0.614 2.858 1.210
C -2.370 4.074 0.975
C -2.863 4.924 2.127
C 0.876 4.400 0.841
C 0.495 5.855 1.031
H 0.138 3.823 5.177
H -0.636 4.861 3.983
H 1.013 4.320 3.734
H -1.485 2.516 3.705
H 0.144 1.918 3.571
H -3.138 3.361 0.680
H -2.184 4.687 0.087
H -3.034 4.324 3.023
H -3.815 5.404 1.884
H -2.154 5.712 2.392
H 1.176 4.208 -0.191
H 1.745 4.138 1.452
H -0.372 6.122 0.425
H 1.305 6.535 0.746
H 0.234 6.075 2.068
O 2.038 1.074 0.023
S 3.121 0.445 -0.825
C 4.498 0.239 0.349
C 5.628 1.172 -0.083
C 4.950 2.384 -0.716
C 3.942 1.798 -1.688
H 4.765 -0.811 0.439
H 4.038 0.564 1.282
H 6.258 0.677 -0.827
H 6.266 1.431 0.764
H 5.656 3.053 -1.212
H 4.420 2.962 0.044
H 4.420 1.361 -2.567
H 3.134 2.445 -2.038
N -0.354 -0.925 1.958
H -0.798 -1.037 2.862
H 0.602 -1.260 2.013
H -0.832 -1.577 1.337
Cl -4.140 1.128 2.435
C -4.839 1.553 0.864
C -5.982 2.313 0.868
C -6.571 2.733 -0.320
C -5.928 2.345 -1.508
C -4.791 1.586 -1.511
C -4.144 1.117 -0.311
C -2.978 0.394 -0.307
H -6.401 2.585 1.832
H -7.469 3.337 -0.320
H -6.331 2.653 -2.469
H -4.334 1.328 -2.460
H -2.570 0.122 -1.277
H -2.548 -0.025 0.586
```


Summary of M in g mol⁻¹
672.8 100.1 82.1 72.1 406.7 1016.1
(order as listed above)
Summary of DFT total energy in hartree
-2522.584246 -345.626713 -269.120871 -247.301085 -1788.072257 -9086.130794
(order as listed above)